ORCA calculation (wB97M-V/def2-TZVPD) on a molecular structure, C46H40N11O2SW in a non-equilibrium geometry.

Each line ends with the Mulliken charge.
CARTESIAN COORDINATES (ANGSTROEM)
1 C -3.6476 -1.8752 5.4620  -0.41
2 N 0.9812 -5.0077 1.5715  0.90
3 C -4.1822 -1.1779 3.1997  -0.79
4 H -1.2442 2.0525 -4.6524  0.52
5 C -2.9382 -0.5365 3.1729  0.52
6 S 2.4101 1.8658 3.8242  -0.07
7 H -1.1305 -0.0309 4.2052  0.25
8 N -3.2092 0.1565 0.8345  -1.07
9 H -2.2959 3.3070 1.3664  0.21
10 N -0.1942 2.4790 -0.1145  1.69
11 H 5.2449 -5.3463 2.0145  0.44
12 C 4.6226 -5.7607 -0.0292  -0.56
13 H -5.1876 0.9407 -0.3909  0.34
14 C -0.2888 -2.3917 0.8015  0.39
15 C -3.2103 1.0117 -1.2903  0.48
16 C 3.5252 -5.9369 -0.9317  -0.78
17 H -3.0943 1.9176 -3.2398  0.49
18 H -1.8912 -4.3696 -1.2036  0.56
19 H 5.6604 -5.9812 -0.2947  0.46
20 C 2.4928 -1.9551 -3.5729  -1.17
21 C -2.5926 3.8753 0.4927  0.04
22 C -2.0961 -0.5255 4.2870  0.09
23 C -2.4513 -1.2221 5.4451  -1.14
24 C 4.3980 -5.4023 1.3087  -0.69
25 H -4.8483 -0.3496 -1.4280  0.31
26 C -0.3919 3.7108 -0.6216  -0.03
27 H -0.3979 0.4954 -4.5673  0.32
28 H 0.2289 -1.0945 2.3560  -0.65
29 N 1.2190 1.1092 1.7580  0.18
30 C -2.4954 1.4122 -2.4655  -0.98
31 H 1.8994 2.6373 -1.5191  0.52
32 H 3.8192 -6.2977 -1.9122  0.44
33 C -4.2636 5.3142 -0.4295  -0.49
34 W -0.3356 0.7379 0.0968  0.03
35 H -1.8059 -1.4017 6.2971  0.41
36 H 3.8801 3.9790 -2.3809  0.54
37 H -1.9865 -1.7334 -1.8529  0.41
38 O -0.3621 0.5768 -1.8276  -0.17
39 C 0.6715 5.7845 -1.3591  -0.51
40 H 3.7195 6.4223 -2.5971  0.47
41 N 2.5138 -4.9514 3.0161  -0.51
42 C 2.2747 -0.6373 -1.5959  -0.10
43 H -0.5863 -5.6703 0.3473  0.54
44 C -1.4558 -2.2182 -0.9998  -0.95
45 H 0.6097 -1.5933 -2.5146  0.38
46 H -4.8541 -1.1043 2.3724  0.54
47 C 0.7343 4.3882 -1.1986  0.87
48 C -4.4871 -1.8645 4.3271  -0.67
49 C 4.4926 -1.1027 -2.4892  -1.10
50 H -1.5355 5.1881 -2.4574  0.70
51 C 1.6849 -1.3873 -2.5877  -0.16
52 N 1.2719 -4.8695 2.8607  -0.65
53 N -2.4649 0.7164 -0.2212  1.30
54 C 2.0605 -5.3444 0.8481  1.36
55 C 3.8667 -1.8645 -3.5051  -0.60
56 H -5.1383 1.2128 -2.1963  0.50
57 C -3.4071 5.6089 -1.5013  -1.09
58 C 3.0902 -5.2160 1.7884  0.29
59 C 0.5191 -2.0607 1.9531  -0.30
60 C 2.7994 0.3756 0.2272  -0.18
61 N -0.6068 -3.6053 0.4067  0.52
62 H -0.2152 6.3839 -1.0739  0.49
63 C 1.0076 1.6512 2.8892  -0.19
64 H 0.3586 1.9736 -3.9894  0.27
65 H 4.5200 -2.4666 -4.2093  0.39
66 H 5.5868 -0.9258 -2.4502  0.45
67 C -0.5856 1.4292 -4.0281  -1.82
68 C 1.7268 6.4903 -1.8705  -0.90
69 C -2.4801 0.0790 1.8957  0.40
70 H 1.5535 -2.2013 1.6417  0.09
71 H -5.4444 -2.3848 4.4612  0.41
72 N 3.9684 0.0760 -0.3282  0.16
73 C 2.9070 5.8103 -2.2524  -0.49
74 H 4.9176 0.2503 0.0520  0.32
75 C 3.3811 1.2083 2.5323  -0.36
76 H -0.0437 1.8034 3.3065  0.24
77 H -3.9967 -2.4766 6.2819  0.45
78 N 1.7157 -0.0305 -0.4805  1.39
79 H -3.7364 6.2567 -2.3179  0.45
80 H -1.1062 -5.0298 1.8876  0.15
81 C 2.2558 -5.6442 -0.5213  -0.63
82 N -0.7692 -1.4869 -0.0473  1.28
83 H -5.2392 5.7890 -0.3396  0.47
84 C 2.5658 0.9567 1.4933  -0.98
85 C -4.6878 0.7152 -1.3530  -1.45
86 C -0.3480 -4.9126 1.0995  -1.36
87 O -1.1820 0.5105 1.8176  0.10
88 H 2.0306 -2.5623 -4.3186  0.55
89 C -1.1982 1.1650 -2.7217  0.43
90 C -3.8462 4.4264 0.5967  -0.91
91 C -2.1981 5.0455 -1.5855  -0.49
92 C -1.6852 4.2301 -0.5491  0.92
93 H 1.3672 -5.7394 -1.1728  0.38
94 C 1.9075 3.7161 -1.6003  0.17
95 C 2.9669 4.4418 -2.1608  -1.22
96 H 1.6571 7.5675 -1.9165  0.45
97 C -1.3589 -3.5450 -0.7488  -1.03
98 C 3.6842 -0.5231 -1.5497  0.36
99 H -4.4428 4.1881 1.4427  0.61
100 H 4.4579 1.1461 2.6796  0.46
101 H 0.4149 -2.7709 2.8148  0.80

## Properties
Spin multiplicity   1
DFT total energy   -81476.1836 eV
LUMO energy   -10.11 eV
Total charge   +3
Kohn-Sham gap   0.1750 Ha
Maximum force   3.34 eV/Å